No. 1
The following is a DFT calculation (ωB97M-V with the def2-TZVPD basis set) of a molecular structure, C32H48IN5O6S.

For the HOMO energy, the calculation gives -8.0 eV. For the largest force on an atom, the calculation gives 2.6 eV/Å. Its spin multiplicity is 1. The calculation puts the total energy at -2669.29022 Eh.

CARTESIAN COORDINATES (ANGSTROEM)
C (0.084, -0.265, 5.529)
C (-0.130, 0.994, 4.818)
O (0.546, 1.366, 3.929)
O (-1.140, 1.739, 5.288)
C (-2.203, 1.980, 4.329)
C (-2.736, 0.774, 3.672)
C (-2.555, 0.515, 2.333)
C (-3.034, -0.638, 1.688)
C (-2.751, -0.682, 0.224)
O (-2.267, -1.949, -0.211)
C (-1.560, -1.924, -1.401)
C (-1.989, -1.128, -2.442)
C (-1.305, -1.059, -3.594)
C (-1.736, -0.184, -4.700)
C (-0.160, -1.820, -3.711)
C (0.288, -2.610, -2.673)
C (-0.403, -2.698, -1.488)
C (0.033, -3.553, -0.318)
C (1.355, -4.228, -0.541)
C (-1.043, -4.604, -0.066)
C (-3.741, -1.579, 2.393)
C (-4.346, -2.818, 1.861)
C (-3.724, -4.094, 2.427)
C (-4.670, -4.911, 3.259)
I (-5.657, -6.426, 2.133)
C (-3.937, -1.335, 3.763)
N (-4.610, -2.149, 4.580)
S (-4.620, -1.490, 6.003)
N (-3.793, -0.157, 5.684)
C (-3.464, -0.193, 4.393)
H (0.661, -0.095, 6.418)
H (-0.845, -0.720, 5.819)
H (0.599, -0.918, 4.860)
H (-1.801, 2.630, 3.575)
H (-2.969, 2.477, 4.881)
H (-2.012, 1.217, 1.741)
H (-1.998, 0.049, 0.003)
H (-3.632, -0.392, -0.323)
H (-2.867, -0.536, -2.334)
H (-0.859, 0.153, -5.218)
H (-2.413, -0.686, -5.367)
H (-2.196, 0.690, -4.295)
H (0.413, -1.767, -4.607)
H (1.200, -3.138, -2.806)
H (0.105, -2.896, 0.533)
H (2.172, -3.533, -0.440)
H (1.431, -4.665, -1.517)
H (1.505, -4.989, 0.196)
H (-1.785, -4.214, 0.580)
H (-0.611, -5.477, 0.389)
H (-1.499, -4.899, -0.992)
H (-4.351, -2.822, 0.794)
H (-5.380, -2.823, 2.159)
H (-3.301, -4.687, 1.649)
H (-2.926, -3.804, 3.085)
H (-5.422, -4.314, 3.726)
H (-4.150, -5.440, 4.025)
C (2.512, 1.112, 1.441)
C (3.634, 1.359, 0.460)
O (4.049, 0.485, -0.291)
N (4.164, 2.605, 0.450)
C (3.789, 3.739, 1.266)
H (2.180, 0.083, 1.337)
H (2.843, 1.271, 2.466)
H (1.667, 1.773, 1.243)
H (4.901, 2.729, -0.231)
H (3.458, 4.568, 0.636)
H (4.637, 4.087, 1.859)
H (2.983, 3.472, 1.942)
C (0.379, 3.026, -2.056)
C (-1.081, 2.930, -2.440)
O (-1.671, 1.861, -2.429)
N (-1.712, 4.075, -2.806)
C (-1.164, 5.417, -2.880)
H (0.726, 2.029, -1.801)
H (0.980, 3.402, -2.883)
H (0.514, 3.682, -1.195)
H (-2.680, 3.943, -3.051)
H (-1.704, 6.091, -2.214)
H (-1.240, 5.809, -3.896)
H (-0.120, 5.411, -2.592)
C (5.151, 1.244, -3.519)
C (5.665, 2.598, -3.101)
O (5.065, 3.279, -2.281)
N (6.821, 3.037, -3.658)
C (7.657, 2.364, -4.634)
H (4.238, 1.050, -2.968)
H (4.945, 1.219, -4.591)
H (5.872, 0.463, -3.276)
H (7.107, 3.947, -3.333)
H (8.660, 2.204, -4.236)
H (7.743, 2.960, -5.544)
H (7.230, 1.402, -4.891)

No. 2
The following is a DFT calculation (ωB97M-V with the def2-TZVPD basis set) of a molecular structure, C32H48IrN2OPS.

The expectation value of S² is 0.90. The total charge is +3. For the HOMO energy (alpha / beta), the calculation gives -17.5 / -17.5 eV. For the largest force on an atom, the calculation gives 0.9 eV/Å. For the energy relative to the best compared isomer or geometry (same formula, charge and spin), the calculation gives 0.00 kcal/mol. Its spin multiplicity is 2. The calculation puts the total energy at -2275.82941 Eh.

CARTESIAN COORDINATES (ANGSTROEM)
Ir (1.159, 0.597, 0.614)
C (-0.431, 4.456, 2.236)
C (0.654, 3.528, 1.814)
O (0.327, 2.359, 1.451)
N (1.913, 3.940, 1.828)
C (3.045, 3.063, 1.566)
C (3.231, 2.698, 0.107)
C (3.977, 3.488, -0.745)
C (4.193, 3.090, -2.057)
C (3.669, 1.880, -2.492)
C (2.915, 1.137, -1.613)
N (2.682, 1.545, -0.347)
H (-1.004, 3.977, 3.031)
H (-1.106, 4.616, 1.394)
H (-0.054, 5.413, 2.588)
H (2.091, 4.890, 2.121)
H (2.918, 2.156, 2.157)
H (3.948, 3.551, 1.926)
H (4.407, 4.408, -0.371)
H (4.781, 3.707, -2.725)
H (3.838, 1.513, -3.495)
H (2.472, 0.192, -1.904)
S (1.945, -0.546, 2.164)
C (3.043, -1.823, 1.898)
C (3.482, -2.286, 0.643)
C (4.399, -3.306, 0.597)
C (4.864, -3.885, 1.786)
C (4.426, -3.436, 3.028)
C (3.518, -2.400, 3.096)
H (3.102, -1.840, -0.268)
H (4.761, -3.673, -0.354)
H (5.575, -4.700, 1.735)
H (4.798, -3.891, 3.935)
H (3.175, -2.031, 4.056)
C (-4.474, -0.232, 2.276)
C (-3.367, -1.137, 2.805)
C (-2.287, -1.407, 1.735)
C (-2.256, -0.284, 0.678)
C (-2.458, 1.057, 1.401)
C (-3.918, 1.144, 1.875)
P (-0.786, -0.390, -0.396)
C (-0.498, -2.115, -0.947)
C (0.082, -3.100, 0.075)
C (0.613, -4.334, -0.667)
C (-0.311, -4.749, -1.829)
C (-1.730, -4.251, -1.594)
C (-1.789, -2.715, -1.583)
C (-0.941, 0.657, -1.892)
C (-0.571, 2.139, -1.660)
C (-0.981, 2.938, -2.895)
C (-2.516, 3.015, -2.968)
C (-3.180, 1.782, -2.335)
C (-2.347, 0.523, -2.552)
H (-5.243, -0.110, 3.037)
H (-4.972, -0.709, 1.427)
H (-3.781, -2.089, 3.136)
H (-2.914, -0.679, 3.687)
H (-2.471, -2.367, 1.251)
H (-1.306, -1.475, 2.219)
H (-3.084, -0.416, -0.029)
H (-2.219, 1.915, 0.775)
H (-1.774, 1.088, 2.252)
H (-4.531, 1.579, 1.083)
H (-3.974, 1.832, 2.720)
H (0.252, -1.993, -1.742)
H (-0.695, -3.396, 0.777)
H (0.875, -2.648, 0.668)
H (0.708, -5.151, 0.049)
H (1.617, -4.134, -1.047)
H (-0.306, -5.832, -1.937)
H (0.059, -4.351, -2.778)
H (-2.122, -4.656, -0.658)
H (-2.393, -4.607, -2.382)
H (-2.678, -2.391, -1.038)
H (-1.886, -2.349, -2.605)
H (-0.185, 0.238, -2.566)
H (0.506, 2.243, -1.459)
H (-1.093, 2.542, -0.791)
H (-0.576, 2.449, -3.785)
H (-0.547, 3.937, -2.867)
H (-2.827, 3.111, -4.008)
H (-2.864, 3.915, -2.459)
H (-4.169, 1.624, -2.764)
H (-3.339, 1.940, -1.263)
H (-2.182, 0.366, -3.621)
H (-2.886, -0.357, -2.208)

No. 3
The following is a DFT calculation (ωB97M-V with the def2-TZVPD basis set) of a molecular structure, C32H48N8.

For the HOMO energy, the calculation gives -6.8 eV. For the largest force on an atom, the calculation gives 19.3 eV/Å. For the energy relative to the best compared isomer or geometry (same formula, charge and spin), the calculation gives 606.94 kcal/mol. Its spin multiplicity is 1. The calculation puts the total energy at -1685.13320 Eh.

CARTESIAN COORDINATES (ANGSTROEM)
C (-5.226, 0.248, -2.460)
C (-6.050, -0.106, -1.253)
C (-5.575, 0.622, 0.069)
C (-4.131, 0.410, 0.395)
N (-3.020, 0.138, 0.617)
H (-4.181, -0.035, -2.578)
H (-5.172, 1.337, -2.457)
H (-5.827, -0.106, -3.297)
H (-6.091, -1.183, -1.090)
H (-7.110, 0.143, -1.302)
H (-6.095, 0.181, 0.919)
H (-5.655, 1.709, 0.069)
C (5.942, -1.866, 0.829)
C (5.004, -0.999, 0.065)
C (3.861, -0.358, 0.845)
C (2.767, -1.235, 1.321)
N (1.927, -1.991, 1.700)
H (6.566, -1.308, 1.527)
H (6.735, -2.332, 0.244)
H (5.427, -2.646, 1.389)
H (4.695, -1.508, -0.848)
H (5.658, -0.210, -0.305)
H (3.394, 0.198, 0.032)
H (4.210, 0.190, 1.720)
C (5.727, 0.671, -2.363)
C (4.416, 1.277, -1.957)
C (3.203, 0.340, -1.791)
C (2.441, -0.025, -3.084)
N (1.898, -0.244, -4.074)
H (6.592, 1.334, -2.380)
H (5.716, 0.001, -3.222)
H (5.997, 0.007, -1.541)
H (4.281, 2.148, -2.598)
H (4.591, 1.690, -0.964)
H (2.496, 0.857, -1.143)
H (3.406, -0.624, -1.324)
C (-0.841, 0.428, 2.909)
C (-1.014, -0.085, 1.512)
C (0.072, -1.058, 0.932)
C (1.174, -0.261, 0.423)
N (2.008, 0.459, -0.007)
H (-0.940, -0.454, 3.541)
H (-1.572, 1.175, 3.219)
H (0.157, 0.865, 2.923)
H (-0.978, 0.807, 0.887)
H (-1.976, -0.568, 1.342)
H (-0.263, -1.593, 0.044)
H (0.473, -1.716, 1.704)
N (0.971, -3.142, 1.139)
C (0.363, -3.231, -0.063)
C (-0.933, -3.719, 0.195)
C (-1.074, -3.892, 1.543)
C (0.109, -3.483, 2.192)
H (1.969, -3.034, 1.249)
H (0.905, -2.981, -0.963)
H (-1.725, -3.772, -0.537)
H (-2.028, -4.212, 1.935)
H (0.595, -3.352, 3.147)
N (0.176, -1.270, -1.975)
C (0.272, -1.265, -3.283)
C (-0.798, -0.512, -3.743)
C (-1.573, -0.185, -2.661)
C (-0.878, -0.534, -1.484)
H (0.840, -1.689, -1.340)
H (1.024, -1.775, -3.867)
H (-1.045, -0.470, -4.793)
H (-2.603, 0.138, -2.645)
H (-1.187, -0.412, -0.457)
N (1.098, 2.733, -0.528)
C (2.230, 3.097, -1.165)
C (1.852, 4.029, -2.078)
C (0.509, 4.445, -1.890)
C (0.125, 3.716, -0.790)
H (1.044, 1.986, 0.150)
H (3.098, 2.456, -1.128)
H (2.581, 4.368, -2.799)
H (-0.104, 5.175, -2.398)
H (-0.857, 3.619, -0.352)
N (-5.440, 1.807, 4.143)
C (-4.559, 1.875, 3.097)
C (-3.409, 1.278, 3.400)
C (-3.570, 0.559, 4.554)
C (-4.919, 0.930, 5.051)
H (-6.428, 2.001, 4.061)
H (-4.872, 2.432, 2.226)
H (-2.523, 1.245, 2.784)
H (-2.929, -0.164, 5.038)
H (-5.420, 0.481, 5.895)

- What is the total energy in the third record?
  -1685.13320 Eh